Density functional theory data (ωB97M-V/def2-TZVPD) for 3 unconnected molecules or ions with the total composition CH9N3O2.

CARTESIAN COORDINATES (ANGSTROEM)
O 2.16794 -0.07949 1.21313
O 0.40513 -2.57819 1.47414
N -1.68663 -0.01115 -0.32362
N -0.72220 1.87798 -1.25849
N 0.52870 -0.08824 -1.14963
C -0.59617 0.52341 -1.01647
H 1.64421 -0.03891 0.38358
H -1.59832 2.31142 -1.51523
H 0.90381 -1.76994 1.30549
H -0.23278 -2.41113 2.16618
H 2.62790 0.75536 1.30549
H -2.32690 0.74688 -0.12440
H 0.25677 -1.06491 -1.26687
H 0.04187 2.37208 -1.67075
H -1.41334 -0.54516 0.47745

Values from the calculation:
E_HOMO = -9.359 eV
frontier orbital gap = 9.927 eV

natural (NBO) atomic charge list, values in e, 2 entries: -0.995, -0.958

***

Density functional theory data (ωB97M-V/def2-TZVPD) for a molecular structure, ClH8Li2O4.

CARTESIAN COORDINATES (ANGSTROEM)
Cl -7.91842 15.86688 12.30003
O -7.82668 18.47885 11.57294
O -8.63111 16.96341 14.24289
O -8.00752 13.99706 14.28746
O -10.26976 16.73951 11.75121
Li -6.14966 16.18859 13.01855
Li -8.39361 14.96964 10.79929
H -9.37954 16.64964 12.09131
H -10.53676 15.84529 11.53835
H -8.03464 17.55273 11.44928
H -8.56740 18.94498 11.18527
H -8.23470 16.38880 13.58799
H -8.66494 17.82158 13.82023
H -8.19490 14.66163 13.62454
H -8.79128 13.97822 14.83664

Values from the calculation:
charge = +1
E_HOMO = -14.880 eV
frontier orbital gap = 10.018 eV

natural (NBO) atomic charge list, values in e, 2 entries: -0.691, -0.950

***

Density functional theory data (ωB97M-V/def2-TZVPD) for a molecular structure, C39H57MnN8O6PSSiTe.

CARTESIAN COORDINATES (ANGSTROEM)
Te 0.93379 0.06594 -0.35896
Mn 0.99576 -1.18945 1.91375
S -0.64119 1.75874 0.03239
P 3.30163 0.48576 1.31619
Si -0.94284 2.63653 -1.98091
O 4.75042 0.38893 2.09070
O -2.51605 2.87199 -2.18281
O -0.22045 1.52265 -2.90509
O 2.92865 2.07597 1.41086
O 2.40880 -0.07146 2.45661
O -0.15245 4.02493 -2.10464
N 2.42807 -2.26649 4.17702
N 2.10278 -2.58860 1.02998
N -0.37427 -2.32573 1.24582
N -5.49731 -6.49632 -1.21058
N -2.89727 1.07225 3.24065
N -0.54934 -0.22945 2.53384
N 1.15983 -2.23778 3.71086
N 3.35771 -4.60392 -0.46553
C 3.37672 2.96895 -0.85212
C 7.01419 -0.40358 1.96957
C 2.05271 -4.51590 -0.41422
C -2.91866 -0.03230 2.51623
C -0.53070 0.88926 3.26158
C 0.85640 6.15514 -1.92121
C 1.54777 1.48054 -4.50605
C -3.54448 0.66606 -1.84738
C 1.30378 -3.58984 5.48358
C 3.62849 3.06350 0.64589
C -4.41237 2.33160 -3.50848
C 1.37694 -3.54561 0.34392
C 0.03403 1.44933 -4.32847
C -4.60964 2.79369 -1.05080
C -3.24479 -5.71082 -1.34627
C -3.76673 2.14565 -2.14201
C -1.76142 -0.71598 2.15822
C 3.44116 -2.73214 1.00615
C -1.00238 -3.29213 4.34173
C -1.70357 1.52540 3.62068
C -5.70849 -5.62000 -0.23643
C -0.44022 5.38909 -1.70681
C -1.54652 5.95033 -2.59519
C 0.46052 -3.04833 4.50270
C -2.68434 -2.71272 0.87594
C -1.67104 -1.95641 1.39753
C 6.01063 0.60949 1.45667
C 3.84993 -3.25900 5.96041
C -4.28258 -6.53546 -1.74677
C 2.55570 -3.05795 5.25370
C -0.53979 0.11938 -4.80117
C -1.04158 -4.22109 -0.03310
C 4.05676 -3.71841 0.27726
C -2.38159 -3.90816 0.17226
C -0.85510 5.39693 -0.24127
C -4.73334 -4.75977 0.24378
C -0.62301 2.61651 -5.05366
C -0.03728 -3.40944 0.48345
C -3.45625 -4.79098 -0.31717
H -1.81481 4.88637 -0.12208
H 5.90659 0.52838 0.36876
H -1.35483 -3.92300 5.15375
H -5.42406 1.92541 -3.50426
H -0.95606 6.41809 0.12495
H 0.44351 1.27277 3.53761
H -5.60758 2.35476 -1.04025
H -4.46172 3.39147 -3.75848
H 8.00537 -0.17423 1.57873
H -0.09831 -0.69995 -4.23109
H 2.32414 3.14278 -1.08041
H -3.70722 -2.37994 0.98012
H -3.83706 1.81671 -4.28014
H -1.69535 2.63865 -4.84560
H 1.63782 5.78748 -1.25465
H -4.14709 2.63983 -0.07395
H -2.41292 5.29312 -2.57269
H -0.10862 4.88063 0.36525
H -4.69915 3.86490 -1.23253
H 1.49499 -5.23667 -1.00234
H 3.27925 4.02301 1.02612
H -4.49212 0.12922 -1.90491
H -0.47958 2.51986 -6.12933
H -4.97302 -4.09719 1.06439
H -1.62192 0.09947 -4.65834
H 1.94061 2.44384 -4.17733
H -1.21425 -3.79348 3.39627
H -4.13576 -7.25937 -2.54040
H -1.69119 2.42189 4.22587
H -3.13084 0.53796 -0.84819
H -6.70976 -5.61041 0.17944
H 6.74219 -1.41249 1.65636
H -1.19857 6.03597 -3.62571
H -1.55656 -2.35336 4.36526
H 3.09532 -1.60660 3.80469
H -2.29266 -5.77845 -1.85330
H -1.84069 6.93988 -2.24403
H 5.13397 -3.81272 0.26378
H -0.18755 3.56145 -4.72479
H 1.81131 1.32622 -5.55239
H 0.69773 7.21530 -1.72184
H 3.70070 -3.90870 6.81847
H 3.96893 3.72755 -1.36594
H 4.02323 -2.03638 1.59435
H -3.89105 -0.39291 2.20109
H -0.75849 -5.10934 -0.57830
H 1.18663 6.03879 -2.95338
H 3.66516 1.98788 -1.23296
H 4.25711 -2.30934 6.30959
H 4.70124 2.99289 0.84645
H 6.34562 1.62113 1.69631
H 7.05141 -0.36992 3.05816
H -0.32431 -0.03234 -5.85879
H -2.85209 0.23405 -2.57390
H 2.00444 0.69065 -3.90767
H 1.02878 -4.27976 6.26308
H 4.58305 -3.72113 5.29833

Values from the calculation:
charge = +1
E_HOMO (alpha / beta) = -8.167 / -10.858 eV
frontier orbital gap (alpha / beta) = 4.837 / 6.563 eV
<S²> = 6.062
multiplicity = 5

Löwdin atomic charge list, values in e, 2 entries: 1.034, 0.425

***

Energy relative to the best compared isomer or geometry (same formula, charge and spin), respectively: 15.0 108.4 51.2 kcal per mole.